# C18H45KN3O4S

A molecular structure, C18H45KN3O4S in a non-equilibrium geometry (ωB97M-V/def2-TZVPD, the Open Molecules 2025 dataset).

The geometry in XYZ format:
```
72
Properties=species:S:1:pos:R:3:forces:R:3
K -0.169 -0.678 0.222 0.178 -0.064 0.410
S 0.287 -3.470 1.644 -0.330 -4.502 2.812
O -0.039 -3.205 0.263 -0.568 1.056 -3.505
O 1.240 -4.522 1.870 4.156 -0.971 -1.400
O 0.759 -2.238 2.247 0.354 3.404 0.872
O -0.828 -4.119 2.325 -3.808 1.743 0.752
C 1.983 -1.699 -2.393 0.281 0.077 -1.461
C 1.512 -0.433 -3.144 -0.483 -0.373 1.121
N 0.147 -0.017 -2.684 2.383 1.331 -1.199
C -0.801 -1.059 -3.002 -1.707 0.441 -1.595
C -1.084 -1.336 -4.527 0.695 -0.210 0.645
C -0.093 1.332 -3.300 -1.884 -0.220 1.475
C -1.152 2.089 -2.488 -0.274 0.252 0.021
H 1.873 -1.650 -1.309 0.148 0.052 -0.157
H 3.016 -1.852 -2.704 0.328 0.087 0.518
H 1.522 -2.622 -2.744 -0.437 0.121 0.150
H 2.236 0.364 -2.973 -0.206 0.210 0.527
H 1.519 -0.493 -4.232 0.002 -0.673 -0.290
H -0.545 -2.000 -2.514 0.131 0.165 0.135
H -1.775 -0.745 -2.629 -0.023 -0.004 0.383
H -1.321 -0.450 -5.117 -0.028 0.134 0.231
H -0.209 -1.799 -4.984 -0.047 -0.110 -0.142
H -1.924 -2.023 -4.621 0.046 -0.058 0.078
H -0.444 1.366 -4.331 0.293 -0.612 -0.346
H 0.760 2.008 -3.231 0.513 -0.691 -0.043
H -2.122 1.625 -2.307 0.138 -0.664 -0.205
H -1.425 2.988 -3.041 0.221 0.381 0.200
H -0.758 2.332 -1.502 0.021 0.225 -0.026
C 3.595 2.224 -0.660 1.256 0.212 -0.404
C 3.147 2.200 0.790 -0.949 -1.436 -0.248
N 2.514 0.900 1.174 -0.168 0.714 -0.666
C 3.384 -0.224 0.923 0.340 -0.870 -0.396
C 4.754 -0.232 1.618 -0.245 -0.152 0.281
C 2.082 0.977 2.548 -1.155 0.555 0.290
C 0.842 1.888 2.695 0.103 -0.504 0.207
H 4.086 3.163 -0.914 -0.133 0.390 0.261
H 2.872 2.076 -1.462 -0.535 -0.186 0.501
H 4.401 1.513 -0.844 -0.093 -0.305 0.084
H 3.978 2.277 1.492 0.374 0.845 -0.169
H 2.410 2.988 0.943 0.156 0.017 0.244
H 2.848 -1.149 1.137 -0.176 -0.016 0.674
H 3.504 -0.339 -0.154 0.332 0.365 -0.175
H 5.281 -1.150 1.357 0.129 0.130 -0.214
H 5.364 0.645 1.404 0.134 -0.084 -0.315
H 4.674 -0.266 2.705 -0.276 0.005 0.095
H 2.861 1.362 3.206 0.388 0.195 0.217
H 1.804 0.005 2.957 0.085 -0.328 -0.483
H 1.048 2.958 2.651 0.105 -0.014 0.239
H 0.366 1.605 3.634 -0.038 0.446 0.166
H 0.088 1.695 1.932 0.076 -0.193 -0.220
C -3.095 2.297 0.829 0.406 0.638 -0.233
C -3.488 1.210 1.796 -0.574 0.238 0.057
N -2.917 -0.070 1.402 -0.278 -0.797 -0.233
C -2.896 -1.040 2.556 -0.539 0.425 -0.126
C -1.956 -0.627 3.678 0.331 0.065 -0.376
C -3.756 -0.617 0.291 -0.132 -1.219 -0.356
C -3.297 -1.936 -0.358 0.698 -0.406 1.105
H -3.427 2.030 -0.174 0.326 -0.075 -0.082
H -2.018 2.467 0.853 0.129 -0.194 -0.249
H -3.529 3.282 0.996 -0.309 -0.068 0.466
H -3.290 1.445 2.841 0.601 0.028 -0.156
H -4.577 1.169 1.773 -0.549 -0.302 0.003
H -2.653 -2.023 2.151 0.376 0.038 0.324
H -3.886 -1.104 3.006 -0.633 -0.122 -0.224
H -2.291 0.210 4.291 -0.195 0.485 -0.456
H -1.021 -0.397 3.167 0.395 -0.086 0.665
H -1.828 -1.390 4.446 0.252 -0.503 -0.594
H -4.779 -0.781 0.630 -0.343 0.101 0.434
H -3.865 0.019 -0.588 0.299 0.867 0.443
H -3.083 -2.727 0.361 0.348 0.155 0.264
H -4.047 -2.446 -0.963 -0.184 0.706 -0.439
H -2.370 -1.778 -0.909 -0.229 -0.289 -0.166
```
Forces are in eV/Å.

Results
**Total charge**: -1
**Strongest force on any atom**: 0.10342 Eh/bohr

Results of the Mulliken charge analysis, in e, for atoms 1 through 8: atom 1 (K): 0.5911, atom 2 (S): 0.9811, atom 3 (O): -0.7701, atom 4 (O): -0.7739, atom 5 (O): -0.6724, atom 6 (O): -0.7530, atom 7 (C): -1.3848, atom 8 (C): -0.6775



# C18H46BBrIN9O24Sb

A molecular structure, C18H46BBrIN9O24Sb in a non-equilibrium geometry (ωB97M-V/def2-TZVPD, the Open Molecules 2025 dataset).

The geometry in XYZ format:
```
101
Properties=species:S:1:pos:R:3:forces:R:3
C 3.067 4.852 -0.085 0.677 -0.889 -0.373
C 3.348 3.282 -0.327 0.587 -0.247 -0.156
C 3.669 2.476 1.041 0.161 0.844 -0.684
C 2.236 2.557 -1.219 -0.287 -0.474 0.159
C 2.274 2.988 -2.769 0.628 -0.859 0.455
C 0.737 2.667 -0.594 2.107 0.355 -1.482
O -0.076 1.743 -1.359 -0.054 -0.008 2.197
Sb -1.605 0.939 -0.290 -1.003 -0.527 -2.497
Br -1.956 3.050 1.150 0.004 0.165 0.051
I -3.618 -0.453 1.062 -0.108 0.130 0.091
C -2.987 1.643 -1.855 -0.377 1.244 -1.058
C -4.298 2.390 -1.320 -0.598 -0.179 -0.944
C -4.217 3.996 -1.359 -0.864 0.364 -0.012
C -5.655 4.518 -1.887 -1.928 -1.202 2.592
O -6.640 4.214 -1.161 3.152 1.566 -3.268
O -5.833 5.239 -3.091 1.252 -1.188 1.815
O -0.287 0.157 1.131 -0.996 0.658 -0.470
N -0.691 0.602 2.360 3.348 -0.152 0.402
O 0.320 0.772 3.004 -1.903 -0.151 0.259
O -1.288 -0.807 -1.363 1.705 -0.966 1.865
B -0.468 -1.713 -0.619 -0.133 0.094 -0.149
O -1.026 -2.665 0.322 1.399 1.755 -0.765
O 0.970 -1.722 -0.846 -2.257 0.920 -0.498
H 2.719 5.273 -1.097 0.355 -0.336 1.705
H 2.314 5.026 0.756 0.914 -0.142 -1.283
H 4.084 5.325 0.188 -1.718 -0.513 -0.317
H 4.332 3.236 -0.935 -1.505 0.073 0.776
H 2.699 2.300 1.611 1.429 0.059 -0.537
H 4.380 3.146 1.638 -1.074 -0.983 -0.529
H 4.238 1.497 0.832 -1.149 1.399 0.264
H 2.475 1.426 -1.202 -0.263 1.644 0.080
H 3.376 3.152 -3.075 -1.713 0.015 0.447
H 1.643 3.914 -2.981 0.839 -1.319 0.165
H 1.940 2.066 -3.373 0.121 1.711 0.743
H 0.357 3.720 -0.811 0.421 -1.227 0.799
H 0.846 2.415 0.510 -0.547 0.421 -1.350
H -2.399 2.425 -2.471 -0.596 -1.311 1.097
H -3.201 0.789 -2.595 0.194 1.042 1.518
H -4.635 2.094 -0.275 0.591 0.149 -1.390
H -5.155 2.093 -2.036 1.257 0.313 1.216
H -4.164 4.354 -0.265 0.045 -0.314 -1.883
H -3.346 4.410 -1.961 -1.112 -0.688 0.780
H -4.938 5.367 -3.475 -0.637 -0.081 0.301
H -0.760 -2.355 1.217 -0.282 -0.595 -0.722
H 1.111 -0.928 -1.424 -0.012 -0.868 0.668
C -3.409 -2.800 5.362 0.272 -0.158 0.104
N -4.074 -1.492 5.124 -0.160 0.220 -0.142
O -3.699 -0.541 5.791 -0.202 -0.228 -0.288
O -4.948 -1.468 4.277 0.357 0.067 0.523
H -2.656 -2.674 6.138 -0.130 0.079 -0.110
H -4.176 -3.506 5.679 0.043 0.063 -0.168
H -2.949 -3.110 4.424 -0.142 -0.018 0.045
C 1.655 -3.182 3.565 0.338 0.088 0.017
N 0.455 -3.956 3.977 0.023 0.014 0.028
O 0.580 -4.735 4.909 -0.279 0.166 -0.359
O -0.571 -3.754 3.351 0.279 -0.153 0.370
H 2.490 -3.462 4.205 -0.200 -0.032 -0.040
H 1.865 -3.432 2.525 -0.126 0.108 0.038
H 1.419 -2.124 3.678 -0.049 -0.087 -0.154
C 2.351 -4.457 -1.413 -0.248 -0.044 0.050
N 3.417 -5.118 -0.615 -0.012 0.049 -0.033
O 3.151 -5.421 0.539 0.350 -0.012 -0.307
O 4.484 -5.311 -1.173 -0.381 -0.029 0.466
H 1.463 -4.350 -0.794 0.189 0.026 -0.036
H 2.726 -3.482 -1.719 -0.038 -0.149 -0.013
H 2.145 -5.089 -2.275 0.173 0.120 0.062
C -0.870 1.889 5.948 -0.126 -0.219 -0.232
N -0.102 2.093 7.205 0.051 -0.076 0.070
O 0.483 1.128 7.669 -0.144 0.517 0.005
O -0.114 3.216 7.682 0.115 -0.498 -0.049
H -0.770 0.850 5.641 0.033 0.181 0.089
H -1.911 2.131 6.156 0.133 0.077 -0.040
H -0.451 2.555 5.195 -0.112 -0.019 0.099
C -1.046 -2.838 -4.312 -0.191 0.261 -0.054
N 0.278 -3.510 -4.243 0.035 0.009 -0.001
O 1.218 -2.957 -4.790 -0.149 -0.390 0.241
O 0.329 -4.570 -3.642 0.069 0.464 -0.406
H -0.940 -1.912 -4.873 0.103 -0.142 0.120
H -1.734 -3.518 -4.814 0.080 -0.028 0.174
H -1.366 -2.635 -3.289 -0.017 -0.048 -0.080
C 1.123 -7.593 3.029 0.007 0.335 -0.104
N 0.557 -8.959 2.876 -0.133 -0.134 -0.151
O -0.149 -9.168 1.905 0.275 -0.109 0.474
O 0.842 -9.773 3.739 -0.171 0.230 -0.389
H 0.789 -6.979 2.195 0.014 -0.170 0.071
H 0.761 -7.191 3.974 0.130 -0.095 -0.034
H 2.209 -7.686 3.029 -0.119 -0.017 0.107
C -1.992 8.028 -1.108 -0.220 0.294 -0.029
N -1.700 6.664 -1.619 0.201 -0.276 0.065
O -2.305 6.296 -2.616 0.300 0.082 0.248
O -0.877 6.012 -1.005 -0.469 0.288 -0.469
H -2.740 8.490 -1.750 0.104 -0.159 0.041
H -2.368 7.923 -0.091 0.169 -0.017 -0.064
H -1.062 8.593 -1.130 -0.057 -0.132 0.123
C 3.919 -2.695 -7.125 -0.172 -0.288 0.004
N 4.197 -1.303 -7.566 0.014 0.220 -0.116
O 3.660 -0.922 -8.593 0.286 -0.003 0.408
O 4.944 -0.643 -6.865 -0.323 -0.216 -0.385
H 3.244 -3.161 -7.840 0.091 0.171 0.061
H 4.870 -3.225 -7.092 -0.070 0.126 0.121
H 3.460 -2.643 -6.139 0.136 -0.015 -0.052
```
Forces are in eV/Å.

Results
**Total charge**: -1
**Strongest force on any atom**: 0.09341 Eh/bohr

Results of the Mulliken charge analysis, in e, for atoms 1 through 8: atom 1 (C): -1.2348, atom 2 (C): 0.2038, atom 3 (C): -0.9496, atom 4 (C): 0.5667, atom 5 (C): -1.2491, atom 6 (C): 0.3477, atom 7 (O): -0.6541, atom 8 (Sb): 1.4503



# C18H46BClN6O7P

7 unconnected molecules or ions with the total composition C18H46BClN6O7P in a non-equilibrium geometry (ωB97M-V/def2-TZVPD, the Open Molecules 2025 dataset).

The geometry in XYZ format:
```
80
Properties=species:S:1:pos:R:3:forces:R:3
O -1.359 -5.694 2.425 0.622 -0.078 -0.394
P -0.150 -5.434 1.530 -1.204 0.137 0.903
B 1.305 -4.328 2.234 0.085 -0.219 -0.245
Cl 2.930 -5.365 2.281 -0.104 0.019 -0.009
H -0.661 -4.794 0.353 0.366 -0.161 -0.161
H 0.338 -6.656 0.972 0.091 0.157 -0.144
H 0.976 -4.009 3.344 0.017 -0.050 0.026
H 1.444 -3.403 1.481 0.044 -0.052 -0.025
C 1.480 -0.487 3.762 -0.065 0.018 -0.128
O 1.896 -1.197 2.873 0.079 0.353 0.193
N 1.459 0.872 3.702 0.055 -0.179 -0.034
C 0.945 1.706 4.764 0.049 -0.095 -0.063
C 1.969 1.479 2.490 -0.076 -0.071 -0.042
H 1.059 -0.888 4.702 0.038 0.004 0.012
H 0.105 2.310 4.424 0.009 -0.014 0.037
H 1.715 2.384 5.140 -0.013 0.001 0.007
H 0.608 1.067 5.581 -0.001 0.029 0.000
H 1.408 1.114 1.626 0.009 0.036 -0.023
H 3.015 1.204 2.341 -0.008 0.020 0.005
H 1.897 2.562 2.565 0.013 -0.031 0.055
C 5.304 3.374 2.885 -0.109 -0.226 -0.194
O 4.200 3.591 3.349 0.162 0.159 0.024
N 5.568 3.299 1.562 -0.086 0.122 0.206
C 6.887 3.017 1.034 -0.051 -0.097 0.057
C 4.466 3.475 0.634 -0.010 0.008 -0.019
H 6.189 3.181 3.515 0.019 0.086 -0.009
H 7.212 3.828 0.377 0.042 -0.026 0.001
H 6.890 2.075 0.486 0.096 0.092 -0.001
H 7.598 2.929 1.855 -0.032 0.022 0.004
H 4.012 4.461 0.753 0.012 -0.002 -0.006
H 3.691 2.728 0.803 0.027 0.007 -0.026
H 4.847 3.372 -0.381 -0.017 0.008 0.018
C -2.220 -2.408 -2.587 -0.017 -0.132 -0.124
O -1.008 -2.406 -2.676 -0.111 -0.013 -0.018
N -2.997 -3.512 -2.548 0.079 0.130 0.046
C -4.442 -3.434 -2.509 0.103 -0.001 0.094
C -2.366 -4.821 -2.548 0.078 0.024 -0.042
H -2.812 -1.475 -2.554 0.002 -0.008 0.029
H -4.837 -3.903 -1.607 -0.024 0.013 -0.017
H -4.892 -3.927 -3.371 0.013 0.019 0.008
H -4.744 -2.386 -2.513 -0.029 -0.027 -0.003
H -1.744 -4.965 -1.664 -0.019 0.054 -0.002
H -1.732 -4.930 -3.430 -0.001 -0.043 0.019
H -3.145 -5.582 -2.560 0.018 0.007 -0.019
C -1.909 4.701 4.986 0.066 -0.001 -0.195
O -0.754 4.377 5.174 -0.195 0.147 0.070
N -2.354 5.282 3.846 0.085 -0.062 0.175
C -3.737 5.646 3.653 -0.027 -0.014 0.003
C -1.390 5.527 2.787 0.007 -0.005 -0.029
H -2.706 4.539 5.732 0.002 0.022 0.003
H -4.171 5.117 2.802 0.003 -0.008 0.013
H -3.844 6.720 3.481 0.004 -0.004 0.015
H -4.304 5.383 4.546 0.001 0.009 -0.023
H -0.928 4.594 2.462 -0.011 0.007 -0.002
H -0.593 6.186 3.135 -0.012 -0.001 -0.006
H -1.903 5.989 1.946 0.023 -0.009 0.013
C -8.502 -3.646 -3.251 0.075 0.047 -0.120
O -7.368 -4.024 -3.034 -0.212 0.034 -0.036
N -8.893 -3.050 -4.404 0.067 -0.090 0.159
C -10.252 -2.615 -4.623 -0.021 0.003 0.009
C -7.897 -2.850 -5.440 0.014 0.008 -0.020
H -9.319 -3.757 -2.519 -0.003 0.000 -0.009
H -10.696 -3.122 -5.484 0.001 -0.008 0.013
H -10.299 -1.537 -4.797 0.002 -0.005 0.014
H -10.850 -2.846 -3.742 0.002 0.010 -0.023
H -7.472 -3.804 -5.757 -0.010 0.009 -0.002
H -7.078 -2.229 -5.074 -0.012 0.000 -0.005
H -8.368 -2.363 -6.291 0.021 -0.011 0.014
C 6.767 -0.109 -1.441 -0.037 -0.075 -0.035
O 7.540 0.235 -0.565 0.026 0.035 -0.196
N 6.874 0.261 -2.738 0.007 -0.019 0.218
C 5.927 -0.177 -3.739 -0.039 -0.032 -0.014
C 7.979 1.118 -3.120 0.009 -0.002 -0.007
H 5.901 -0.761 -1.241 0.010 0.005 -0.010
H 6.422 -0.754 -4.524 0.000 -0.006 0.018
H 5.422 0.674 -4.203 -0.004 -0.005 0.019
H 5.175 -0.809 -3.270 0.005 0.016 -0.025
H 8.934 0.643 -2.894 -0.007 0.003 -0.009
H 7.944 2.064 -2.575 -0.003 -0.002 -0.011
H 7.917 1.316 -4.189 0.011 0.002 0.025
```
Forces are in eV/Å.

Results
**Total charge**: -1
**Strongest force on any atom**: 0.02939 Eh/bohr

Results of the Mulliken charge analysis, in e, for atoms 1 through 8: atom 1 (O): -0.7352, atom 2 (P): 0.4694, atom 3 (B): 0.3490, atom 4 (Cl): -0.4338, atom 5 (H): -0.1975, atom 6 (H): -0.0659, atom 7 (H): -0.1738, atom 8 (H): -0.1846



no.,orbital gap (eV)
1,4.39
2,7.82
3,5.84